1.
ORCA calculation (ωB97M-V/def2-TZVPD) on a 12-piece molecular cluster, C42H77B5F20N14 overall in a non-equilibrium geometry.

Each line ends with the Mulliken charge.
Geometry (Å):
1 C 1.094129 4.156739 4.506068  0.103
2 C 1.455167 5.280526 5.470691  -0.749
3 N 1.026564 5.110649 6.849971  0.295
4 C 1.410102 5.907367 7.911117  -0.455
5 C 0.633315 5.566218 8.966014  -0.388
6 N -0.292728 4.631026 8.563740  0.157
7 C 0.030439 4.349314 7.281766  -0.064
8 C -1.349467 3.938294 9.279961  -0.824
9 H 1.928917 3.457912 4.471615  -0.063
10 H 1.076543 4.648263 3.517316  -0.242
11 H 0.088789 3.762243 4.640766  0.401
12 H 0.929516 6.153850 5.064863  0.306
13 H 2.471664 5.661973 5.377879  0.426
14 H 2.225651 6.602805 8.010263  0.399
15 H 0.714567 5.866159 9.997885  0.438
16 H -0.521140 3.595050 6.742444  0.269
17 H -2.158004 4.650804 9.456682  0.353
18 H -0.932761 3.752445 10.270205  0.337
19 H -1.792088 3.071983 8.802338  0.334
20 C 2.000666 -3.269479 -4.200385  -0.783
21 C 2.612821 -4.659457 -4.128042  -0.567
22 N 3.684424 -4.812424 -5.110822  0.229
23 C 4.896771 -4.178325 -5.116561  -0.204
24 C 5.587821 -4.649435 -6.183968  -0.578
25 N 4.760633 -5.506682 -6.886467  0.130
26 C 3.640556 -5.632065 -6.150300  -0.070
27 C 4.994645 -6.190219 -8.167414  -0.835
28 H 0.927511 -3.215006 -4.011164  -0.199
29 H 2.035882 -2.876437 -5.219041  0.458
30 H 2.538295 -2.540218 -3.590077  0.419
31 H 1.783124 -5.249230 -4.528381  0.318
32 H 2.999838 -5.002311 -3.170749  0.427
33 H 5.217864 -3.451479 -4.391587  0.427
34 H 6.634321 -4.508008 -6.395343  0.430
35 H 2.858971 -6.330417 -6.402883  0.377
36 H 5.247927 -5.374201 -8.838513  0.385
37 H 4.034021 -6.606626 -8.462378  0.299
38 H 5.697939 -7.001721 -8.007978  0.332
39 C -2.197306 5.898295 -1.724137  -1.282
40 C -1.702953 6.103086 -0.283724  0.154
41 N -1.074008 7.398144 -0.064019  0.310
42 C -0.102996 7.581047 0.895521  0.426
43 C -0.069589 8.931556 1.073798  -0.933
44 N -0.846273 9.538978 0.128567  0.169
45 C -1.513559 8.562452 -0.529925  -0.037
46 C -0.979610 10.982407 -0.071802  -0.842
47 H -2.975021 6.579996 -2.065867  0.492
48 H -2.589463 4.880222 -1.749866  0.175
49 H -1.395762 5.844160 -2.461092  0.414
50 H -0.950497 5.342005 -0.089124  -0.123
51 H -2.565340 6.058578 0.381259  0.279
52 H 0.426734 6.784768 1.387319  0.105
53 H 0.616942 9.464503 1.711076  0.408
54 H -2.205400 8.741410 -1.333344  0.367
55 H -1.886143 11.275549 0.452447  0.326
56 H -1.087453 11.174546 -1.136843  0.342
57 H -0.047999 11.419948 0.271495  0.314
58 C 2.190583 -10.023800 2.785619  -1.113
59 C 3.298662 -9.172978 2.112334  -0.423
60 N 2.743127 -8.533829 0.915063  0.150
61 C 3.012789 -8.864047 -0.380753  -0.513
62 C 2.341341 -8.027767 -1.208123  -0.438
63 N 1.681674 -7.098667 -0.403101  0.221
64 C 2.023332 -7.400936 0.841854  -0.108
65 C 0.823083 -6.041910 -0.908330  -0.893
66 H 1.967722 -10.841373 2.089578  0.348
67 H 1.222578 -9.534112 2.654452  0.365
68 H 2.415760 -10.357348 3.789683  0.362
69 H 4.204957 -9.681525 1.802898  0.349
70 H 3.486767 -8.395249 2.852180  0.294
71 H 3.627652 -9.705368 -0.656267  0.434
72 H 2.184234 -8.032310 -2.272670  0.517
73 H 1.741595 -6.817960 1.704678  0.459
74 H 1.327094 -5.297776 -1.517632  0.054
75 H 0.184573 -5.660300 -0.116375  0.478
76 H 0.116807 -6.528028 -1.586328  0.435
77 C -0.687571 -2.282041 -1.330531  -1.398
78 C -1.891754 -1.395404 -1.028200  0.800
79 N -1.746094 -0.651573 0.220102  1.205
80 C -2.184603 -0.920541 1.490629  -0.894
81 C -1.842610 0.055683 2.355784  -1.094
82 N -1.106175 0.970335 1.600985  0.775
83 C -1.154482 0.548935 0.332224  -1.092
84 C -0.534801 2.231830 2.065812  -0.460
85 H 0.273324 -1.757372 -1.380781  0.436
86 H -0.959839 -2.923925 -2.168384  0.360
87 H -0.407233 -2.981623 -0.523630  0.239
88 H -2.799264 -2.073756 -0.987574  0.082
89 H -2.035857 -0.620585 -1.774633  -0.414
90 H -2.857726 -1.737047 1.702004  0.621
91 H -2.081134 0.265937 3.387591  0.852
92 H -0.814843 1.098865 -0.534007  0.471
93 H -0.972997 3.008445 1.447984  0.185
94 H 0.550213 2.179136 2.123402  0.261
95 H -0.860294 2.331683 3.102220  0.018
96 C -2.001626 -0.014236 -4.536615  0.088
97 C -2.848171 0.671786 -5.590784  -0.747
98 N -4.177721 0.081153 -5.386092  0.127
99 C -4.742256 -0.914718 -6.123657  -0.342
100 C -5.890528 -1.293198 -5.503306  -0.336
101 N -5.940934 -0.572263 -4.342336  0.233
102 C -4.914873 0.267061 -4.270963  -0.478
103 C -6.912674 -0.761274 -3.273945  -0.789
104 H -1.835627 -1.087987 -4.695689  0.413
105 H -2.495111 -0.121985 -3.571869  -0.697
106 H -1.000219 0.351577 -4.326717  0.428
107 H -2.506895 0.408564 -6.588646  0.333
108 H -2.949308 1.750229 -5.500006  0.331
109 H -4.413074 -1.351637 -7.051295  0.368
110 H -6.653892 -2.005890 -5.754488  0.442
111 H -4.614920 0.937287 -3.482722  0.621
112 H -7.439586 0.172506 -3.077419  0.332
113 H -6.380986 -1.183531 -2.429229  0.313
114 H -7.718849 -1.403285 -3.624489  0.295
115 C 2.008274 -2.623097 2.626501  -1.250
116 C 1.239299 -1.288403 2.695501  -0.229
117 N 2.152950 -0.245541 3.204987  0.497
118 C 2.481562 -0.021640 4.521460  -0.527
119 C 3.408820 0.947310 4.592122  -0.665
120 N 3.751770 1.267765 3.285723  0.228
121 C 3.001720 0.512238 2.489506  -0.229
122 C 4.709437 2.267937 2.889861  -0.976
123 H 2.926662 -2.349995 2.102451  0.377
124 H 1.464849 -3.373713 2.055609  0.356
125 H 2.323943 -3.050734 3.577549  0.367
126 H 0.414415 -1.165440 3.392624  0.422
127 H 0.905248 -1.045501 1.688670  -0.043
128 H 1.994015 -0.565040 5.313995  0.551
129 H 3.858833 1.396407 5.459569  0.531
130 H 3.036027 0.545696 1.411687  0.443
131 H 4.679666 3.026250 3.666440  0.365
132 H 4.474937 2.590436 1.881950  0.346
133 H 5.699414 1.804660 2.930137  0.350
134 B -1.455274 -3.996083 -5.539760  0.354
135 F -1.187109 -2.920363 -4.681596  -0.204
136 F -2.352130 -3.578361 -6.533597  -0.354
137 F -0.293332 -4.482766 -6.204979  -0.373
138 F -2.040791 -5.021287 -4.774290  -0.385
139 B 2.294156 4.882293 1.736396  0.373
140 F 1.857375 5.026694 0.413998  -0.330
141 F 3.617501 5.248421 2.029563  -0.369
142 F 1.381889 5.603694 2.534338  -0.531
143 F 2.181765 3.489039 2.025381  -0.120
144 B -0.838169 2.257470 -2.591310  0.433
145 F -0.808372 2.864382 -3.849824  -0.362
146 F -2.134358 1.764968 -2.295207  -0.315
147 F 0.150862 1.282614 -2.353289  -0.306
148 F -0.564240 3.275094 -1.640115  -0.209
149 B -4.596798 -2.174847 -0.860090  0.126
150 F -5.757668 -2.184955 -0.111868  -0.296
151 F -4.866503 -2.773194 -2.126091  -0.429
152 F -4.261202 -0.822953 -1.174310  -0.264
153 F -3.460143 -2.762377 -0.226649  -0.306
154 B -3.935429 2.316362 4.337460  0.470
155 F -2.893244 2.795952 5.192513  -0.363
156 F -5.135023 2.672391 4.946997  -0.345
157 F -3.646672 2.791462 3.053986  -0.338
158 F -3.879784 0.883367 4.425245  -0.421

Forces on atoms 1 to 6 (eV/Å):
0.620 0.191 0.644
-0.997 0.898 -1.727
0.142 0.366 0.863
-0.151 -0.331 1.039
-0.454 0.122 0.888
1.515 -0.649 -2.589

Properties
Total energy = -123409.646 eV
Largest force on an atom = 6.309 eV/Å
HOMO = -11.69 eV
Total charge = +2
Multiplicity = 1
Orbital gap = 7.361 eV


2.
ORCA calculation (ωB97M-V/def2-TZVPD) on C29H45N13O3SeTi as an isolated structure in a non-equilibrium geometry.

Each line ends with the Mulliken charge.
Geometry (Å):
1 Ti -0.156512 -0.811274 0.383237  -0.461
2 Se -3.166619 -6.991257 -2.882931  0.341
3 N -2.132586 -6.756873 -1.469189  -0.861
4 C -1.917918 -5.473869 -1.369861  0.743
5 C -1.098759 -4.870965 -0.322860  0.618
6 C -0.480176 -5.605493 0.696381  -0.813
7 C 0.290672 -4.943770 1.621018  -1.213
8 C 0.409407 -3.561516 1.536752  -0.574
9 N -0.183640 -2.860155 0.580725  0.923
10 C -0.922041 -3.498904 -0.345526  -0.037
11 C -1.548819 -2.652464 -1.368234  -0.755
12 N -1.303195 -1.326616 -1.292708  1.978
13 C -1.851933 -0.537408 -2.207205  -0.677
14 C -2.674495 -0.998906 -3.223919  -1.425
15 C -2.921807 -2.347876 -3.310900  -1.069
16 C -2.344332 -3.200774 -2.365309  0.621
17 C -2.535922 -4.648209 -2.374211  0.576
18 N -3.248291 -5.269301 -3.274546  -0.837
19 H -0.629742 -6.677280 0.743636  0.604
20 H 0.791826 -5.482260 2.413284  0.519
21 H 0.965582 -2.987625 2.262072  0.683
22 H -1.617694 0.516727 -2.122964  0.551
23 H -3.096851 -0.305716 -3.938525  0.659
24 H -3.542821 -2.767568 -4.095218  0.585
25 N 1.153552 0.388744 -0.797650  1.342
26 C 1.305690 0.915570 -2.166115  -0.806
27 C 1.338321 -0.158033 -3.252679  -0.263
28 C 2.253058 -1.330944 -2.908564  -0.987
29 N 1.559258 -2.237151 -1.963259  -0.261
30 H 1.408600 1.114611 -0.105951  -0.515
31 H 1.849501 -0.360441 -0.682304  -0.172
32 H 2.249498 1.460052 -2.207535  0.501
33 H 0.513901 1.635247 -2.380570  0.322
34 H 1.678528 0.327001 -4.167884  0.537
35 H 0.345610 -0.567663 -3.447724  -0.027
36 H 2.541954 -1.851822 -3.822124  0.548
37 H 3.172312 -0.965232 -2.445734  0.206
38 H 2.224777 -2.829755 -1.478668  0.172
39 H 0.956876 -2.854541 -2.497739  0.259
40 C -3.433855 -1.448033 1.408923  -0.826
41 N -3.664222 -0.405657 0.428230  0.295
42 C -5.023724 -0.195237 -0.063881  -0.573
43 C -4.965247 1.216892 -0.656973  -0.502
44 N -3.590098 1.640399 -0.385412  0.140
45 C -3.027285 2.729523 -1.158987  -0.980
46 C -2.874223 0.676052 0.233977  -0.278
47 N -1.602037 0.757226 0.632882  1.039
48 C -1.300046 2.015469 1.369021  -1.799
49 C -0.225496 2.946765 0.773829  -0.974
50 N 1.135280 2.624460 1.104926  -0.275
51 C 1.841351 3.529097 1.692325  0.192
52 N 1.828236 4.893025 1.496701  0.090
53 C 1.401324 5.520314 0.261524  -0.883
54 C 2.899078 5.546150 2.250155  -0.602
55 C 3.376416 4.444917 3.195373  -0.627
56 N 2.798765 3.242075 2.611822  0.136
57 C 2.848225 2.012349 3.360965  -0.535
58 H -4.174899 -1.380675 2.207069  0.473
59 H -2.452219 -1.329079 1.853311  0.175
60 H -3.523081 -2.433791 0.949282  0.259
61 H -5.728483 -0.255772 0.765059  0.336
62 H -5.296745 -0.956997 -0.794920  0.356
63 H -5.677523 1.893330 -0.188767  0.403
64 H -5.151369 1.224183 -1.730991  0.262
65 H -3.402760 2.676284 -2.183921  0.363
66 H -1.946232 2.652504 -1.174244  0.228
67 H -3.308936 3.698851 -0.747489  0.314
68 H -1.040460 1.757347 2.395782  0.490
69 H -2.208294 2.613265 1.393975  0.536
70 H -0.500191 3.939656 1.150924  0.845
71 H -0.372407 2.954925 -0.316327  0.015
72 H 1.071085 4.769045 -0.448958  0.199
73 H 2.242376 6.058563 -0.183461  0.386
74 H 0.593159 6.234384 0.429875  0.271
75 H 2.531370 6.423151 2.780166  0.358
76 H 3.691122 5.864249 1.566673  0.333
77 H 2.994326 4.593554 4.210422  0.296
78 H 4.462117 4.368634 3.250914  0.384
79 H 2.230104 2.067922 4.264373  0.273
80 H 3.877777 1.825921 3.664089  0.343
81 H 2.484364 1.194119 2.742645  -0.201
82 C 4.691411 -0.120571 0.826336  -1.176
83 C 3.913384 -1.365482 1.168536  0.575
84 N 4.479204 -2.179463 2.079841  -0.395
85 O 2.840082 -1.641296 0.632040  -0.496
86 H 5.186489 0.293429 1.700970  0.429
87 H 4.022864 0.628364 0.408959  0.122
88 H 5.455219 -0.371611 0.087600  0.378
89 H 5.384813 -1.987084 2.469479  0.200
90 H 4.036642 -3.050895 2.314337  0.215
91 O 0.812074 -0.115371 1.747310  0.171
92 O -0.273598 -0.915668 2.205211  -0.292

Forces on atoms 1 to 6 (eV/Å):
-0.344 2.375 2.164
-0.198 -0.394 -0.213
0.000 -0.032 0.048
0.043 0.261 0.049
-0.108 -0.221 -0.128
-0.102 -0.065 -0.132

Properties
Total energy = -144768.022 eV
Largest force on an atom = 3.231 eV/Å
HOMO = -12.28 eV
Total charge = +2
Multiplicity = 1
Orbital gap = 6.034 eV


3.
ORCA calculation (ωB97M-V/def2-TZVPD) on a 2-piece molecular cluster, C4H9F3NOP overall in a non-equilibrium geometry.

Each line ends with the natural charge from an NBO analysis.
Geometry (Å):
1 C 2.084827 -1.724449 -1.182231  -0.607
2 C -1.459094 2.833121 2.386714  -0.494
3 C 1.830451 -1.074794 0.205985  -0.066
4 C -1.258583 0.669084 -1.355278  0.745
5 N -1.117925 -1.639271 0.511977  -1.128
6 O 0.788832 -0.083946 0.085916  -0.828
7 F -0.678933 1.902160 -1.503071  -0.337
8 F -0.933531 -0.025944 -2.428446  -0.320
9 F -2.589102 0.750595 -1.423103  -0.334
10 P -0.741357 -0.137855 0.397205  1.474
11 H 1.319339 -2.280372 -1.517744  0.207
12 H 2.188227 -0.832713 -1.960270  0.204
13 H 2.950261 -2.345831 -1.169400  0.212
14 H -2.584237 2.968003 2.424687  0.173
15 H -1.152063 1.857700 2.785404  0.163
16 H -0.805990 3.508426 2.044010  0.159
17 H 2.810586 -0.693657 0.517933  0.196
18 H 1.538092 -1.944502 0.783536  0.199
19 H -2.189798 -1.705756 0.396178  0.382

Forces on atoms 1 to 6 (eV/Å):
1.729 4.990 -0.363
-4.030 -3.411 1.674
0.165 -1.760 -1.825
0.250 0.444 0.416
-3.136 -1.038 -0.276
2.392 0.549 0.368

Properties
Total energy = -25268.813 eV
Largest force on an atom = 5.538 eV/Å
HOMO (spin up / spin down) = -8.96 / -8.79 eV
Multiplicity = 1
Orbital gap (spin up / spin down) = 7.372 / 8.790 eV


4.
ORCA calculation (ωB97M-V/def2-TZVPD) on a 2-piece molecular cluster, C6H14O overall.

Each line ends with the natural charge from an NBO analysis.
Geometry (Å):
1 C -3.349990 0.602128 0.265131  -0.288
2 C -2.055832 0.978130 -0.306239  -0.485
3 C -0.830346 0.501840 0.482816  -0.383
4 C 0.427587 0.423650 -0.380273  -0.391
5 C 1.621297 -0.182511 0.353678  -0.411
6 C 2.769665 -0.488450 -0.591948  -0.050
7 O 3.833170 -1.027925 0.165651  -0.719
8 H -3.313329 -5.211851 1.538787  0.000
9 H -4.259123 1.118646 -0.028420  0.172
10 H -3.439631 -0.218830 0.969689  0.168
11 H -2.005632 0.533593 -1.327359  0.211
12 H -2.019995 2.061722 -0.504462  0.212
13 H -0.665514 1.167625 1.339718  0.202
14 H -1.039876 -0.493492 0.896056  0.195
15 H 0.687333 1.422919 -0.758576  0.197
16 H 0.201499 -0.191271 -1.264411  0.191
17 H 1.978720 0.493187 1.140696  0.206
18 H 1.324998 -1.116855 0.847341  0.203
19 H 2.424246 -1.201295 -1.359311  0.152
20 H 3.077363 0.432364 -1.115655  0.152
21 H 4.534567 -1.286849 -0.443232  0.467

Forces on atoms 1 to 6 (eV/Å):
-0.660 0.038 0.493
0.387 -0.006 -0.727
-0.074 0.106 -0.065
-0.002 -0.027 0.009
0.036 0.017 -0.027
-0.416 0.207 -0.176

Properties
Total energy = -8491.794 eV
Largest force on an atom = 0.825 eV/Å
HOMO (spin up / spin down) = -10.33 / -7.88 eV
Multiplicity = 1
Orbital gap (spin up / spin down) = 10.972 / 8.867 eV


largest force on an atom of number 1 (C42H77B5F20N14)? 6.309 eV/Å